(1)
{
  "formula": "C39H38BF4O23",
  "method": "ωB97M-V with the def2-TZVPD basis set",
  "species": ["B", "F", "F", "F", "F", "C", "C", "C", "O", "C", "C", "C", "O", "O", "O", "H", "H", "H", "H", "C", "C", "C", "O", "C", "C", "C", "O", "O", "O", "H", "H", "H", "H", "C", "C", "C", "O", "C", "C", "C", "O", "O", "O", "H", "H", "H", "H", "C", "C", "C", "O", "C", "C", "C", "O", "O", "O", "H", "H", "H", "H", "C", "C", "C", "O", "C", "C", "C", "O", "O", "O", "H", "H", "H", "H", "C", "C", "O", "C", "H", "H", "H", "H", "H", "H", "C", "C", "O", "C", "H", "H", "H", "H", "H", "H", "C", "C", "O", "C", "H", "H", "H", "H", "H", "H"],
  "xyz": [[6.525, 23.166, 37.567], [5.552, 22.356, 37.027], [6.441, 24.418, 37.110], [6.504, 23.201, 38.921], [7.717, 22.649, 37.096], [9.517, 23.751, 32.128], [10.506, 24.956, 31.588], [11.142, 25.753, 32.573], [11.896, 26.563, 32.219], [11.029, 25.395, 33.971], [10.017, 24.324, 34.494], [9.117, 23.680, 33.540], [8.257, 22.828, 33.958], [9.867, 24.025, 35.849], [10.667, 25.219, 30.350], [9.049, 23.158, 31.556], [11.560, 25.798, 34.864], [9.058, 23.420, 35.934], [11.255, 25.918, 30.244], [6.108, 25.746, 31.072], [5.080, 24.596, 31.050], [4.798, 23.829, 32.324], [3.897, 22.981, 32.317], [5.338, 24.299, 33.541], [6.279, 25.463, 33.578], [6.775, 26.131, 32.302], [7.727, 26.890, 32.230], [6.738, 25.980, 34.749], [4.310, 24.229, 29.957], [6.275, 26.147, 30.226], [4.982, 23.661, 34.350], [6.463, 25.389, 35.626], [3.640, 23.642, 30.035], [8.185, 17.913, 35.345], [8.606, 19.380, 35.557], [9.959, 19.765, 35.705], [10.224, 20.981, 35.990], [10.904, 18.768, 35.353], [10.546, 17.328, 35.317], [9.202, 16.883, 35.029], [8.992, 15.693, 34.844], [11.501, 16.347, 35.291], [7.609, 20.218, 35.802], [7.189, 17.352, 35.254], [11.920, 19.195, 35.672], [12.433, 16.671, 35.534], [8.136, 20.947, 36.297], [2.436, 18.202, 39.345], [3.440, 17.313, 38.459], [4.532, 18.016, 37.782], [5.347, 17.403, 37.073], [4.792, 19.465, 38.045], [3.750, 20.310, 38.875], [2.557, 19.683, 39.514], [1.719, 20.425, 40.065], [3.964, 21.675, 39.038], [3.277, 15.949, 38.219], [1.505, 17.498, 39.701], [5.659, 20.010, 37.558], [4.825, 21.872, 38.663], [3.660, 15.774, 37.491], [6.924, 28.880, 38.883], [7.393, 27.330, 38.956], [8.774, 26.981, 38.890], [9.240, 25.816, 38.904], [9.758, 28.106, 38.739], [9.326, 29.520, 38.843], [7.979, 29.964, 38.814], [7.625, 31.099, 38.678], [10.239, 30.499, 38.963], [6.499, 26.290, 39.158], [5.968, 29.217, 38.934], [10.757, 27.980, 38.816], [11.026, 30.082, 38.724], [6.741, 25.526, 38.958], [2.930, 28.197, 37.625], [2.537, 26.876, 37.163], [1.338, 26.605, 37.004], [3.592, 25.801, 37.059], [3.344, 28.247, 38.773], [2.065, 28.874, 37.516], [3.838, 28.567, 36.835], [3.004, 24.841, 36.797], [4.115, 25.900, 38.037], [4.356, 26.153, 36.406], [8.171, 20.516, 40.342], [8.727, 19.070, 40.039], [9.783, 18.704, 40.610], [7.929, 18.029, 39.205], [8.273, 21.163, 39.438], [8.787, 20.904, 40.992], [7.229, 20.647, 40.775], [7.488, 18.656, 38.362], [7.116, 17.445, 39.835], [8.523, 17.352, 38.958], [13.040, 24.150, 39.032], [12.343, 22.850, 38.386], [12.855, 22.181, 37.525], [11.079, 22.403, 39.104], [13.917, 24.390, 38.471], [13.400, 23.823, 39.970], [12.424, 25.093, 39.034], [10.892, 21.256, 38.918], [10.140, 22.783, 38.662], [11.022, 22.667, 40.268]],
  "atomic_forces_ev_per_a": [[0.6, -1.6, -0.6], [-1.2, -0.5, -0.1], [-0.6, 3.4, -1.4], [-0.3, -0.3, 1.8], [2.0, -0.7, -0.1], [6.3, 9.2, 2.7], [-7.0, -7.4, 2.4], [-1.2, -2.9, 4.7], [3.8, 4.8, -2.4], [-4.4, -4.6, 4.4], [3.4, 4.6, 1.3], [-0.7, -3.7, -0.7], [2.1, 2.8, -1.1], [-0.4, 0.3, -3.4], [-1.7, -2.4, -1.1], [-3.3, -4.1, -4.8], [-0.1, 0.2, -1.5], [1.1, 0.6, -0.2], [2.1, 2.5, -0.1], [-6.3, -8.1, 4.9], [2.1, 3.0, -0.6], [-1.9, 0.3, -0.7], [1.0, 0.3, -0.6], [3.7, 3.6, 0.3], [-2.9, -3.6, 2.3], [0.2, -0.5, -0.9], [-0.4, -0.1, 1.0], [-1.1, -2.2, 1.0], [5.7, 4.9, 0.1], [1.5, 3.2, -5.8], [0.6, 0.7, 0.5], [0.9, 1.5, -3.1], [-3.0, -3.3, 1.7], [1.2, 2.4, -0.9], [-6.5, -7.3, -0.5], [1.5, 3.6, -0.5], [-0.8, -3.4, -0.4], [1.8, -3.6, 1.9], [5.4, 4.4, -0.8], [-1.7, 0.3, 1.8], [-0.3, 0.6, -0.4], [0.6, 1.4, 0.6], [2.5, 1.3, 1.3], [0.9, 2.1, 0.4], [-1.0, -1.4, -0.9], [-2.2, -0.2, -0.5], [-1.6, -0.1, -1.1], [1.5, -6.1, -2.9], [-5.1, 2.5, 3.5], [3.0, 1.6, -0.6], [-1.5, 0.0, 0.6], [-4.3, 2.9, 2.8], [5.8, -0.7, -3.6], [-1.5, 0.8, 0.5], [1.7, -2.1, -1.0], [-1.6, -3.5, 0.6], [-4.8, 5.0, 9.2], [2.4, 2.5, -0.6], [-1.3, -1.0, 0.6], [0.4, 0.3, -0.5], [5.0, -2.1, -8.5], [5.9, -7.0, 0.3], [-5.6, 4.5, 0.4], [4.8, -1.1, -1.1], [-1.9, 2.2, 0.3], [-5.7, 5.4, 0.8], [4.0, -5.1, -0.1], [-3.7, -2.5, -0.1], [0.1, 1.5, 0.0], [-2.1, 0.6, 0.1], [-2.9, 13.7, 2.6], [-2.8, 0.4, 0.1], [3.0, -1.0, 0.1], [2.6, -0.6, -0.4], [4.2, -10.8, -3.0], [3.1, 2.9, 0.2], [-2.3, -2.2, 0.3], [1.8, 0.5, -0.1], [-1.7, -0.1, 0.8], [-0.9, -0.3, -3.0], [0.6, -0.2, 0.2], [-2.3, -0.7, 2.4], [1.7, 1.3, 0.5], [-0.4, -1.0, -0.3], [0.5, -0.2, -1.1], [-0.3, -2.4, -4.8], [0.8, -1.1, 2.6], [-2.5, 1.2, -1.8], [-6.0, 6.8, 2.9], [-0.4, -0.6, 0.4], [3.6, 2.0, 3.5], [-1.9, -0.5, 0.1], [0.2, -1.5, 0.8], [1.2, 1.8, -1.1], [5.3, -5.7, -2.8], [-1.3, -0.3, -2.2], [0.1, 0.9, 1.3], [0.0, 0.6, 0.2], [-1.4, -1.8, 1.4], [0.6, 0.0, -0.7], [0.0, 0.0, 1.4], [0.2, -1.3, 0.4], [0.8, 2.0, 0.7], [0.6, 0.6, 0.0], [0.4, -0.6, -2.6]],
  "total_charge": -1,
  "orbital_gap_ev": 5.943,
  "e_homo_ev": -6.473
}


(2)
{
  "formula": "C39H38F9MnN11O5P2S",
  "method": "ωB97M-V with the def2-TZVPD basis set",
  "species": ["Mn", "C", "N", "C", "N", "C", "N", "C", "C", "C", "C", "C", "C", "C", "N", "N", "C", "O", "C", "C", "C", "C", "C", "C", "N", "C", "N", "C", "N", "C", "H", "H", "H", "H", "H", "H", "H", "H", "H", "H", "H", "H", "H", "H", "H", "H", "C", "P", "C", "C", "C", "P", "C", "C", "H", "H", "H", "H", "H", "H", "H", "H", "H", "H", "H", "H", "H", "H", "H", "H", "O", "S", "O", "O", "C", "N", "C", "C", "C", "N", "C", "C", "C", "N", "C", "C", "H", "H", "H", "H", "H", "H", "F", "C", "F", "F", "C", "O", "C", "F", "F", "F", "C", "F", "F", "F"],
  "xyz": [[0.011, 0.447, -0.345], [4.114, -0.537, 3.357], [3.119, -0.609, 2.279], [2.167, 0.255, 1.948], [1.471, -0.242, 0.936], [2.056, -1.455, 0.702], [3.054, -1.709, 1.500], [3.619, -1.198, 4.622], [4.379, -2.168, 5.258], [3.924, -2.748, 6.438], [2.710, -2.371, 6.985], [1.946, -1.399, 6.345], [2.405, -0.816, 5.171], [0.661, -0.974, 6.895], [0.032, -1.382, 7.939], [-1.151, -0.647, 7.997], [-1.138, 0.143, 6.984], [-0.019, -0.005, 6.232], [-2.134, 1.112, 6.533], [-3.349, 1.248, 7.201], [-4.288, 2.145, 6.725], [-4.033, 2.896, 5.582], [-2.821, 2.766, 4.921], [-2.525, 3.557, 3.667], [-2.182, 2.668, 2.551], [-0.990, 2.372, 2.049], [-1.132, 1.451, 1.108], [-2.480, 1.219, 1.090], [-3.144, 1.934, 1.952], [-1.872, 1.880, 5.407], [4.347, 0.514, 3.519], [5.004, -1.034, 2.982], [2.024, 1.212, 2.423], [1.740, -2.128, -0.078], [5.328, -2.477, 4.836], [4.523, -3.503, 6.930], [2.343, -2.814, 7.903], [1.799, -0.055, 4.693], [-3.540, 0.647, 8.081], [-5.236, 2.253, 7.237], [-4.785, 3.579, 5.205], [-1.683, 4.233, 3.808], [-3.391, 4.137, 3.362], [-0.072, 2.847, 2.357], [-2.954, 0.534, 0.408], [-0.919, 1.767, 4.901], [-0.319, -3.216, 2.799], [-1.256, -1.732, 2.252], [-2.188, -1.357, 3.786], [-2.574, -2.517, 1.234], [-2.048, -3.005, -0.121], [-1.311, -1.741, -1.261], [-0.502, -2.901, -2.431], [-2.758, -1.216, -2.241], [-0.992, -3.983, 3.189], [0.376, -2.924, 3.590], [0.271, -3.640, 1.985], [-2.655, -2.257, 4.192], [-2.960, -0.610, 3.592], [-1.503, -0.951, 4.532], [-3.383, -1.793, 1.095], [-2.995, -3.358, 1.791], [-2.853, -3.472, -0.691], [-1.285, -3.773, 0.035], [-1.158, -3.760, -2.581], [0.457, -3.252, -2.048], [-0.338, -2.426, -3.396], [-3.292, -2.098, -2.596], [-2.423, -0.621, -3.089], [-3.434, -0.592, -1.654], [8.321, 0.519, -2.043], [8.660, 0.717, -3.442], [9.753, -0.106, -3.900], [8.780, 2.124, -3.795], [7.179, 0.230, -4.370], [7.275, -0.128, -5.659], [6.135, -0.360, -6.293], [4.890, -0.254, -5.682], [4.902, 0.108, -4.351], [6.035, 0.345, -3.699], [3.696, 0.249, -3.493], [3.846, 0.875, -2.252], [2.780, 0.943, -1.399], [1.573, 0.425, -1.702], [1.402, -0.107, -2.918], [2.429, -0.218, -3.830], [6.216, -0.643, -7.337], [3.980, -0.435, -6.239], [4.813, 1.273, -1.976], [2.884, 1.417, -0.435], [0.405, -0.435, -3.159], [2.234, -0.681, -4.788], [0.805, 2.507, -3.614], [-0.534, 2.457, -3.695], [-0.941, 3.451, -4.472], [-0.858, 1.304, -4.293], [-1.163, 2.500, -2.256], [-1.090, 1.255, -1.686], [-2.672, 2.878, -2.389], [-2.840, 4.146, -2.750], [-3.314, 2.685, -1.232], [-3.247, 2.086, -3.298], [-0.423, 3.629, -1.450], [-1.185, 4.130, -0.470], [-0.035, 4.637, -2.211], [0.688, 3.113, -0.857]],
  "atomic_forces_ev_per_a": [[0.0, 0.8, -0.9], [0.0, -0.1, 0.1], [0.0, 0.0, 0.1], [0.2, 0.1, 0.1], [-0.4, -0.2, -0.4], [0.0, -0.1, -0.1], [-0.2, 0.2, 0.1], [0.0, 0.0, 0.0], [0.0, -0.1, 0.0], [0.0, 0.0, 0.0], [0.0, 0.0, 0.0], [0.0, 0.0, 0.0], [0.0, 0.0, 0.0], [0.0, -0.1, 0.1], [-0.1, 0.1, 0.0], [0.1, -0.1, 0.0], [0.0, 0.0, 0.1], [0.1, 0.1, -0.1], [0.0, 0.0, 0.0], [0.0, 0.0, 0.0], [0.0, 0.0, 0.0], [0.0, 0.0, 0.0], [0.0, 0.0, -0.1], [0.0, -0.1, 0.1], [0.0, 0.1, 0.1], [0.0, 0.2, 0.1], [-0.1, -0.3, -0.4], [-0.1, 0.0, -0.1], [0.3, -0.1, 0.0], [0.0, 0.0, 0.0], [0.0, 0.0, 0.0], [0.0, 0.0, -0.1], [0.0, 0.0, 0.0], [0.0, 0.0, 0.0], [0.0, 0.0, 0.0], [0.0, 0.0, 0.0], [0.0, 0.0, 0.0], [0.0, 0.0, 0.0], [0.0, 0.0, 0.0], [0.0, 0.0, 0.0], [0.0, 0.0, 0.0], [0.0, 0.0, 0.0], [0.0, 0.0, -0.1], [-0.1, 0.0, 0.0], [0.0, 0.0, 0.0], [0.0, 0.0, 0.0], [-0.1, 0.0, 0.0], [0.1, 0.0, 0.1], [0.0, -0.1, -0.1], [0.0, 0.0, -0.1], [0.1, 0.2, 0.2], [-0.2, -0.4, 0.2], [0.0, 0.2, 0.0], [0.1, 0.1, 0.1], [0.0, 0.0, 0.0], [0.0, 0.0, 0.0], [0.0, 0.0, 0.0], [0.0, 0.0, 0.0], [0.0, 0.0, 0.0], [0.0, 0.0, -0.1], [0.0, 0.0, 0.0], [-0.1, 0.0, -0.1], [0.0, -0.1, 0.0], [0.0, 0.0, 0.0], [0.0, 0.0, 0.0], [0.0, 0.0, 0.0], [0.0, 0.0, 0.0], [0.0, 0.0, 0.0], [0.0, 0.0, 0.0], [0.0, 0.0, 0.0], [-0.6, -0.3, -0.2], [1.6, 0.9, 0.9], [-0.5, -0.3, -0.4], [-0.5, -0.3, -0.4], [-0.2, 0.0, 0.0], [-0.2, 0.1, 0.2], [0.2, 0.0, 0.0], [-0.3, 0.0, -0.1], [0.2, 0.0, 0.2], [0.0, 0.0, -0.1], [0.1, 0.0, -0.1], [0.0, 0.0, 0.0], [0.1, 0.0, 0.1], [-0.4, 0.0, 0.2], [0.1, -0.2, 0.0], [0.0, -0.1, 0.0], [0.0, 0.0, 0.0], [0.0, 0.0, 0.0], [0.1, 0.0, 0.0], [0.0, 0.0, 0.1], [-0.1, 0.0, 0.0], [0.0, 0.0, 0.0], [-0.1, 0.1, 0.0], [0.0, -0.1, -0.1], [0.0, 0.0, 0.1], [0.0, 0.0, 0.0], [0.2, 0.3, -0.1], [0.5, -0.3, 0.9], [-0.1, -0.1, -0.1], [0.0, 0.0, 0.0], [0.1, 0.0, 0.0], [0.0, 0.1, 0.0], [0.1, 0.1, 0.0], [0.0, -0.2, 0.1], [-0.1, -0.1, 0.0], [-0.2, -0.1, 0.0]],
  "total_charge": 1,
  "orbital_gap_ev": [2.460, 3.871],
  "multiplicity": 5,
  "s2": 6.07,
  "e_homo_ev": [-8.613, -8.613]
}


(3)
{
  "formula": "C39H38NO2Si",
  "method": "ωB97M-V with the def2-TZVPD basis set",
  "species": ["C", "C", "C", "C", "O", "C", "C", "C", "C", "C", "C", "C", "C", "O", "C", "C", "C", "C", "C", "H", "H", "H", "H", "H", "H", "H", "H", "H", "H", "H", "H", "H", "H", "H", "C", "C", "C", "C", "Si", "C", "C", "C", "C", "C", "C", "C", "C", "C", "C", "C", "C", "C", "C", "C", "C", "N", "C", "C", "H", "H", "H", "H", "H", "H", "H", "H", "H", "H", "H", "H", "H", "H", "H", "H", "H", "H", "H", "H", "H", "H", "H"],
  "xyz": [[2.103, -6.960, -2.669], [2.180, -6.266, -1.305], [0.890, -5.511, -1.215], [0.129, -5.841, -2.367], [0.776, -6.661, -3.241], [-1.173, -5.338, -2.555], [-1.716, -4.534, -1.578], [-0.917, -4.022, -0.491], [-1.355, -3.030, 0.436], [-2.676, -2.497, 0.551], [-3.273, -2.324, 1.843], [-4.541, -1.796, 1.979], [-5.266, -1.452, 0.811], [-6.470, -0.867, 1.055], [-6.647, -0.821, 2.516], [-5.384, -1.412, 3.159], [-4.719, -1.622, -0.477], [-3.437, -2.103, -0.595], [0.374, -4.622, -0.297], [2.857, -6.588, -3.378], [2.190, -8.054, -2.609], [2.290, -7.022, -0.515], [3.055, -5.608, -1.253], [-1.706, -5.653, -3.452], [-2.780, -4.301, -1.617], [-0.674, -2.846, 1.281], [-2.731, -2.660, 2.727], [-6.819, 0.226, 2.809], [-7.550, -1.400, 2.751], [-5.640, -2.268, 3.799], [-4.881, -0.666, 3.791], [-5.348, -1.377, -1.333], [-2.983, -2.203, -1.582], [0.914, -4.389, 0.621], [-1.484, 1.171, 3.065], [-0.395, 1.923, 3.532], [0.595, 2.365, 2.645], [0.509, 2.060, 1.278], [1.776, 2.654, 0.035], [3.052, 3.807, 0.793], [4.413, 3.456, 0.765], [5.373, 4.284, 1.358], [4.993, 5.482, 1.975], [3.641, 5.844, 1.993], [2.675, 5.013, 1.408], [2.626, 1.183, -0.745], [2.717, -0.013, -0.022], [3.325, -1.137, -0.595], [3.845, -1.071, -1.895], [3.750, 0.124, -2.618], [3.149, 1.253, -2.047], [0.810, 3.440, -1.428], [0.128, 4.778, -1.062], [-1.163, 4.801, -1.896], [-1.378, 3.363, -2.385], [-0.234, 2.598, -1.917], [-0.574, 1.294, 0.816], [-1.581, 0.887, 1.700], [-2.246, 0.804, 3.757], [-0.320, 2.156, 4.593], [1.440, 2.943, 3.015], [4.718, 2.527, 0.280], [6.423, 3.993, 1.348], [5.743, 6.124, 2.449], [3.335, 6.771, 2.477], [1.621, 5.301, 1.433], [2.311, -0.064, 0.990], [3.399, -2.062, -0.024], [4.329, -1.946, -2.339], [4.151, 0.186, -3.629], [3.086, 2.184, -2.615], [1.659, 3.599, -2.132], [-0.134, 4.779, 0.006], [0.807, 5.618, -1.219], [-2.006, 5.151, -1.298], [-1.065, 5.480, -2.746], [-2.272, 2.955, -1.909], [-1.536, 3.314, -3.473], [0.001, 1.728, -2.389], [-0.644, 1.048, -0.243], [-2.442, 0.338, 1.316]],
  "atomic_forces_ev_per_a": [[0.1, -0.2, -0.5], [0.6, -0.2, 0.4], [-0.7, 0.1, -0.1], [0.7, 0.0, -0.4], [-0.7, 1.1, 1.5], [0.1, -0.5, -0.2], [0.2, 0.3, 0.0], [-0.1, 0.2, 0.1], [-0.4, -1.8, 0.2], [-0.5, 0.7, -0.3], [0.1, 0.2, 0.0], [0.0, 0.0, -1.1], [0.0, 0.5, 0.2], [1.3, -0.8, 0.2], [-0.5, 0.2, -0.1], [0.1, -0.1, 0.7], [-0.9, 0.2, 0.2], [0.3, -0.6, 0.3], [0.2, -0.1, -0.3], [-0.4, -0.1, 0.2], [-0.1, 0.4, 0.0], [-0.1, 0.3, -0.1], [-0.2, -0.1, 0.0], [-0.1, 0.1, 0.4], [0.4, 0.1, -0.1], [-0.3, 0.0, -0.3], [0.0, 0.2, -0.2], [0.1, -0.4, -0.3], [0.3, 0.2, -0.2], [0.2, 0.2, -0.2], [-0.1, -0.3, -0.2], [0.4, 0.1, 0.1], [-0.2, 0.2, 0.3], [0.1, 0.1, -0.3], [0.4, 0.3, -0.2], [-0.1, -0.2, -0.1], [-0.6, -0.3, 0.0], [0.1, -0.1, 0.2], [-0.5, 0.3, -0.5], [0.0, 0.0, 0.0], [0.0, 0.4, 0.2], [-0.1, 0.1, 0.0], [-0.3, -0.3, -0.1], [-0.1, -0.2, -0.1], [0.5, 0.1, 0.1], [0.0, -0.1, 0.1], [0.3, -0.3, -0.5], [0.0, 0.2, -0.1], [-0.2, 0.2, 0.2], [0.0, 0.1, 0.1], [0.1, -0.7, 0.2], [1.8, 0.4, 0.8], [0.1, -0.5, 0.3], [0.2, 0.3, -0.3], [-0.5, -0.3, 0.0], [-0.4, -0.4, -0.2], [-0.3, 0.0, 0.5], [0.2, -0.1, 0.0], [0.2, 0.2, -0.2], [0.0, 0.0, -0.2], [-0.2, -0.1, 0.0], [0.0, 0.2, 0.2], [-0.2, 0.1, 0.0], [-0.3, -0.3, -0.2], [0.1, -0.2, -0.1], [0.3, 0.0, 0.1], [0.1, 0.0, -0.2], [0.0, 0.2, -0.1], [-0.2, 0.3, 0.1], [-0.1, -0.1, 0.2], [0.1, -0.3, 0.1], [-0.6, 0.4, -0.3], [0.0, 0.0, -0.2], [-0.2, 0.0, -0.1], [0.1, 0.0, -0.1], [0.0, 0.0, 0.1], [-0.2, 0.0, -0.2], [0.2, 0.1, 0.1], [0.1, 0.6, 0.0], [-0.1, 0.1, 0.3], [0.2, 0.1, 0.1]],
  "total_charge": 1,
  "orbital_gap_ev": 4.356,
  "e_homo_ev": -9.445
}


no.,strongest force on any atom (hartree/bohr),DFT total energy (Eh)
1,0.2768,-3663.3557
2,0.0394,-5618.0016
3,0.0395,-2003.4158